# 1
# C49H78O39

13 unconnected molecules or ions with the total composition C49H78O39 (ωB97M-V/def2-TZVPD, the Open Molecules 2025 dataset).

```
166
Properties=species:S:1:pos:R:3:mulliken_charge:R:1
C 4.547 3.590 -5.803 -1.35
C 3.754 2.351 -5.491 1.14
C 2.257 2.643 -5.257 0.65
O 1.586 1.543 -5.892 -0.33
C 2.507 0.749 -6.497 0.51
O 2.246 -0.287 -7.013 -0.53
O 3.704 1.367 -6.532 -0.47
H 4.288 4.410 -5.137 0.11
H 4.306 3.939 -6.812 0.44
H 5.616 3.382 -5.780 0.34
H 4.148 1.850 -4.605 -0.07
H 2.010 3.602 -5.719 0.33
H 1.892 2.612 -4.232 -0.77
C 7.150 4.794 -2.410 -1.34
C 6.790 3.516 -1.700 0.25
C 6.035 3.670 -0.360 -0.52
O 4.778 3.038 -0.621 0.05
C 4.793 2.423 -1.825 0.29
O 3.863 1.802 -2.228 -0.30
O 5.907 2.727 -2.508 -0.35
H 7.708 4.669 -3.337 0.38
H 7.787 5.395 -1.758 0.40
H 6.232 5.324 -2.677 0.19
H 7.688 2.931 -1.487 0.32
H 5.833 4.715 -0.126 0.37
H 6.573 3.184 0.450 0.27
C 4.099 0.320 3.289 -2.04
C 3.860 -0.715 2.192 1.64
C 4.604 -0.351 0.890 1.09
O 5.417 -1.497 0.638 -0.41
C 5.370 -2.347 1.691 0.47
O 5.977 -3.362 1.743 -0.57
O 4.474 -1.928 2.605 -0.31
H 3.543 1.239 3.089 0.22
H 5.153 0.605 3.274 0.54
H 3.766 -0.050 4.255 0.36
H 2.792 -0.776 1.978 -0.47
H 5.132 0.606 0.879 -0.16
H 3.930 -0.255 0.034 -0.64
C -5.930 2.574 -0.006 -1.07
C -4.550 2.899 0.535 0.29
C -4.161 2.094 1.783 -0.23
O -2.826 1.667 1.494 0.40
C -2.572 1.834 0.187 -0.76
O -1.574 1.481 -0.353 0.32
O -3.625 2.392 -0.446 -0.34
H -6.798 2.992 0.502 0.38
H -6.034 1.491 -0.070 0.06
H -5.984 2.958 -1.028 0.36
H -4.444 3.966 0.728 0.34
H -4.846 1.281 2.016 0.09
H -4.089 2.768 2.635 0.22
C -6.588 -5.425 4.351 -1.33
C -5.384 -6.087 3.705 0.54
C -5.654 -6.543 2.255 -0.67
O -4.563 -6.003 1.515 -0.31
C -3.722 -5.334 2.352 0.54
O -2.737 -4.789 1.981 -0.35
O -4.309 -5.172 3.558 -0.28
H -7.441 -6.099 4.245 0.40
H -6.815 -4.483 3.851 0.21
H -6.436 -5.249 5.414 0.36
H -5.105 -6.944 4.321 0.27
H -6.635 -6.326 1.839 0.33
H -5.546 -7.632 2.240 0.30
C -1.638 0.572 4.599 -0.78
C -0.873 1.791 5.060 1.49
C -1.537 3.159 4.890 0.76
O -1.675 3.663 6.213 -0.42
C -1.149 2.787 7.107 0.49
O -1.189 2.948 8.282 -0.56
O -0.620 1.727 6.483 -0.54
H -1.868 0.645 3.536 -0.23
H -2.545 0.454 5.192 0.55
H -0.984 -0.283 4.770 -0.10
H 0.133 1.789 4.638 -0.48
H -2.511 3.133 4.396 -0.25
H -0.918 3.819 4.281 -0.04
C 1.526 -4.019 2.104 -0.82
C 1.470 -3.588 3.540 0.47
C 2.802 -3.584 4.319 -0.58
O 2.935 -2.225 4.746 -0.36
C 1.871 -1.493 4.356 0.19
O 1.730 -0.328 4.564 -0.43
O 1.060 -2.231 3.582 0.21
H 1.840 -5.068 2.128 0.50
H 2.182 -3.411 1.478 0.06
H 0.583 -4.035 1.553 -0.13
H 0.690 -4.163 4.045 0.43
H 3.614 -3.840 3.640 0.26
H 2.754 -4.249 5.175 0.36
C -2.303 -4.759 -1.646 -0.63
C -1.185 -5.677 -2.120 0.26
C 0.072 -4.960 -2.678 0.32
O 1.134 -5.328 -1.806 -0.40
C 0.698 -6.238 -0.921 0.64
O 1.384 -6.800 -0.131 -0.56
O -0.648 -6.322 -0.951 -0.39
H -2.821 -4.250 -2.455 0.30
H -1.928 -4.014 -0.946 0.00
H -2.910 -5.475 -1.082 0.26
H -1.550 -6.362 -2.883 0.36
H -0.003 -3.872 -2.691 -0.44
H 0.277 -5.279 -3.701 0.32
C -4.892 -2.219 -1.300 -1.00
C -5.595 -1.729 -0.052 0.70
C -6.712 -2.589 0.557 -0.40
O -6.501 -2.478 1.962 -0.39
C -5.241 -2.037 2.190 0.33
O -4.673 -2.043 3.233 -0.52
O -4.647 -1.704 1.033 0.17
H -4.709 -3.272 -1.082 0.24
H -4.008 -1.647 -1.562 0.02
H -5.597 -2.112 -2.127 0.37
H -5.978 -0.706 -0.149 -0.33
H -6.582 -3.625 0.225 0.28
H -7.702 -2.257 0.259 0.33
C -1.206 0.972 -3.702 -0.22
C -1.558 0.022 -4.836 0.37
C -0.596 -1.119 -5.207 -0.02
O -1.378 -2.290 -4.925 -0.36
C -2.638 -1.973 -4.605 0.57
O -3.519 -2.756 -4.423 -0.58
O -2.783 -0.634 -4.497 -0.43
H -0.291 1.548 -3.793 -0.42
H -1.273 0.410 -2.768 -0.16
H -2.018 1.702 -3.649 0.40
H -1.733 0.675 -5.695 0.49
H 0.265 -1.183 -4.545 0.00
H -0.289 -1.053 -6.246 0.26
C 0.775 3.456 -1.565 1.35
O 0.278 4.258 -2.636 -0.42
C 0.967 5.253 -3.147 0.61
O 0.620 5.891 -4.101 -0.63
O 2.080 5.516 -2.431 -0.26
C 3.027 6.388 -2.996 -0.78
H 0.839 4.010 -0.631 0.45
H 1.757 3.015 -1.738 -0.58
H 0.022 2.695 -1.382 -0.54
H 3.867 6.463 -2.312 0.23
H 2.642 7.416 -3.079 0.35
H 3.272 6.160 -4.034 0.26
C -1.529 -1.697 1.177 -0.60
O -0.405 -0.913 0.782 1.05
C -0.119 -1.002 -0.500 -0.40
O -0.643 -1.711 -1.325 -0.59
O 0.875 -0.144 -0.740 0.91
C 1.573 -0.273 -1.968 -0.03
H -2.354 -1.314 0.580 0.11
H -1.783 -1.757 2.229 0.27
H -1.395 -2.736 0.866 -0.36
H 1.313 -1.244 -2.391 0.07
H 2.646 -0.281 -1.801 -0.02
H 1.303 0.532 -2.644 -0.28
C 1.008 1.932 1.805 1.20
O 0.342 3.120 2.257 -0.16
C 0.925 4.307 2.167 0.69
O 0.604 5.252 2.834 -0.66
O 1.906 4.307 1.248 -0.19
C 2.892 5.320 1.231 -0.40
H 0.305 1.119 1.965 -0.57
H 1.930 1.806 2.365 0.26
H 1.191 1.903 0.731 -0.30
H 2.640 6.184 1.836 0.44
H 2.972 5.635 0.183 -0.12
H 3.865 4.858 1.401 0.10
```

The maximum force comes out at 2.08 eV/Å. As for the molar mass: 1291.12 g mol⁻¹. The gap between HOMO and LUMO is 10.17 eV. The value obtained for the HOMO energy is -10.27 eV. The value obtained for the LUMO energy is -0.10 eV. As for the net charge: 0.

# 2
# C32H33CrN7O4Se

A molecular structure, C32H33CrN7O4Se (ωB97M-V/def2-TZVPD, the Open Molecules 2025 dataset).

```
78
Properties=species:S:1:pos:R:3:mulliken_charge:R:1
Cr -0.284 1.051 0.708 0.46
C -2.487 3.234 2.362 -1.15
O -1.176 2.714 2.264 0.11
C -0.397 2.695 3.394 0.71
C -0.754 3.242 4.616 -0.76
C 0.111 3.148 5.700 -0.68
C 1.341 2.530 5.562 -1.02
C 1.711 2.001 4.345 -0.51
C 0.856 2.067 3.240 0.25
N 1.196 1.507 2.022 1.32
N 2.426 1.113 1.949 -0.98
C 2.980 0.461 0.951 -0.14
C 2.310 0.264 -0.312 0.47
O 1.103 0.682 -0.445 -0.01
C 3.021 -0.321 -1.387 -0.89
C 4.294 -0.773 -1.230 -0.95
C 4.975 -0.654 0.014 0.64
C 6.266 -1.178 0.191 -0.92
C 6.911 -1.079 1.401 -0.59
C 6.281 -0.446 2.472 -0.83
C 5.011 0.065 2.328 -0.22
C 4.334 -0.021 1.106 0.76
H -3.069 2.700 3.119 0.43
H -2.944 3.072 1.388 0.24
H -2.469 4.305 2.585 0.40
H -1.702 3.742 4.748 0.46
H -0.185 3.560 6.651 0.43
H 2.011 2.453 6.404 0.41
H 2.664 1.518 4.218 0.48
H 2.491 -0.432 -2.321 0.59
H 4.807 -1.255 -2.048 0.41
H 6.748 -1.664 -0.644 0.42
H 7.902 -1.491 1.526 0.40
H 6.794 -0.364 3.419 0.43
H 4.524 0.546 3.162 0.41
N -0.118 -0.861 1.924 -0.18
C -1.322 -1.149 2.722 -0.44
C -2.507 -1.478 1.819 -0.63
C -2.688 -0.467 0.669 0.40
O -3.312 -0.777 -0.333 -0.67
O -2.159 0.680 0.857 -0.45
H -0.008 -1.605 1.228 0.11
H 0.700 -0.904 2.535 0.34
H -1.535 -0.263 3.330 0.22
H -1.143 -2.000 3.394 0.44
H -3.427 -1.491 2.406 0.34
H -2.385 -2.463 1.362 0.27
C -0.391 -4.701 -2.515 -1.00
N -1.452 -3.798 -2.864 0.43
C -1.608 -2.528 -2.429 -0.06
Se -0.408 -1.549 -1.454 -0.66
N -2.739 -2.026 -2.967 0.21
C -3.320 -2.972 -3.782 0.14
C -4.437 -2.949 -4.601 -0.76
C -4.697 -4.087 -5.344 -0.50
C -3.879 -5.213 -5.276 -0.64
C -2.756 -5.241 -4.469 -0.64
C -2.487 -4.103 -3.724 0.73
H 0.269 -4.204 -1.805 0.25
H 0.180 -4.972 -3.404 0.35
H -0.800 -5.605 -2.059 0.34
H -3.147 -1.161 -2.644 0.27
H -5.077 -2.083 -4.656 0.42
H -5.550 -4.102 -6.003 0.40
H -4.127 -6.082 -5.867 0.40
H -2.116 -6.108 -4.427 0.45
C -0.095 5.205 -2.953 -0.84
N -0.610 4.131 -2.152 0.12
C -1.803 3.497 -2.325 -0.61
C -1.865 2.518 -1.381 -0.95
N -0.727 2.549 -0.637 1.03
C 0.010 3.525 -1.126 -0.76
H -0.915 5.677 -3.489 0.30
H 0.632 4.828 -3.676 0.33
H 0.393 5.943 -2.319 0.35
H -2.501 3.777 -3.086 0.48
H -2.644 1.806 -1.187 0.48
H 0.976 3.812 -0.756 0.62
```

The maximum force comes out at 2.47 eV/Å. As for the molar mass: 710.62 g mol⁻¹. The gap between HOMO and LUMO (alpha / beta) is 5.97 / 6.02 eV. As for the spin multiplicity: 2. The value obtained for the HOMO energy (alpha / beta) is -9.61 / -9.63 eV. The value obtained for the LUMO energy (alpha / beta) is -3.65 / -3.61 eV. Its expectation value of S² is 0.815. As for the net charge: +1. Its energy relative to the best compared isomer or geometry (same formula, charge and spin) is 38.7 kJ/mol.